{
  "formula": "C4H8N2",
  "method": "wB97M-V/def2-TZVPD",
  "elements": ["C", "C", "N", "C", "C", "N", "H", "H", "H", "H", "H", "H", "H", "H"],
  "xyz": [[2.03458, 0.07407, 0.26233], [0.61135, 0.60793, 0.26334], [-0.25656, -0.25937, -0.51149], [-1.47234, 0.10254, -0.94323], [-2.60908, -0.55004, 0.57660], [-2.36513, -1.40131, 1.34492], [2.42251, 0.00908, -0.75814], [2.08354, -0.92265, 0.71546], [2.68694, 0.73060, 0.84475], [0.23318, 0.67755, 1.29293], [0.56388, 1.60720, -0.18224], [-0.31470, -1.20404, -0.13553], [-2.06791, -0.60899, -1.48865], [-1.55025, 1.13744, -1.28107]],
  "forces_ev_per_a": [[0.09, 0.01, -0.01], [-0.09, 0.23, 0.11], [-0.07, -0.86, -0.19], [-0.84, -0.36, 0.80], [1.34, -0.10, 0.35], [-0.77, 1.10, -0.88], [-0.03, 0.00, 0.13], [-0.05, 0.14, -0.08], [-0.09, -0.07, -0.08], [-0.02, 0.02, -0.09], [0.05, -0.11, 0.08], [0.48, 0.15, -0.20], [0.49, -0.03, -0.52], [-0.48, -0.13, 0.59]],
  "lowdin_charge": [-0.091, -0.257, -0.094, -0.083, -0.211, -0.039, 0.076, 0.077, 0.075, 0.120, 0.119, 0.128, 0.072, 0.108],
  "homo_lumo_gap_ev": 9.97,
  "e_above_lowest_kcal_mol": 55.3
}

=====

{
  "formula": "C4H8N2",
  "method": "wB97M-V/def2-TZVPD",
  "elements": ["C", "C", "C", "C", "N", "N", "H", "H", "H", "H", "H", "H", "H", "H"],
  "xyz": [[0.58939, 0.07346, -1.46714], [0.12390, -0.55898, 0.37606], [-0.35586, -1.42922, 1.32248], [-0.30810, 1.81629, 0.09500], [0.79595, -1.18852, -1.43068], [0.10632, 0.54571, -0.29225], [0.46538, 0.83902, -2.33308], [-0.45605, -0.65420, 2.15958], [0.49607, -2.07768, 1.69603], [-1.29581, -2.03846, 1.20748], [0.60805, 2.39921, 0.43658], [-1.01438, 1.75670, 1.02511], [-0.71307, 2.42524, -0.62485], [0.95821, -1.90856, -2.17032]],
  "forces_ev_per_a": [[0.14, 0.02, -6.81], [-0.97, -1.08, -2.68], [0.89, -0.08, 2.54], [0.60, 2.28, 5.48], [-0.53, 2.31, 2.24], [0.45, -3.13, 2.96], [0.80, -1.60, 0.99], [-0.35, -0.70, -0.11], [-0.68, 0.32, -0.37], [0.61, 0.71, -0.42], [-0.87, -0.69, -0.24], [1.20, 0.05, -1.86], [-1.28, 0.79, -2.27], [-0.01, 0.80, 0.54]],
  "lowdin_charge": [-0.053, 0.145, 0.099, 0.063, 0.308, -0.019, 0.228, 0.194, 0.188, 0.193, 0.175, 0.182, 0.101, 0.196],
  "homo_lumo_gap_ev": [9.54, 9.54],
  "total_charge": 2,
  "e_above_lowest_kcal_mol": 94.1
}

=====

{
  "formula": "C4H8N2O",
  "method": "wB97M-V/def2-TZVPD",
  "elements": ["C", "C", "C", "N", "C", "N", "O", "H", "H", "H", "H", "H", "H", "H", "H"],
  "xyz": [[2.05908, 0.28436, 0.33024], [1.04977, -0.70617, -0.20173], [-0.39083, -0.27316, -0.03267], [-1.29876, -1.02180, 0.35365], [-2.54286, -0.27628, 0.36835], [-2.34877, 0.90305, -0.52611], [-0.92139, 1.10195, -0.50886], [2.04951, 1.20048, -0.18902], [3.10791, -0.08936, 0.42545], [1.71923, 0.46918, 1.41152], [1.16116, -1.65872, 0.30942], [1.18841, -0.82241, -1.22589], [-3.16078, -0.89500, -0.14353], [-2.76132, 0.00594, 1.37170], [-2.58269, 0.70213, -1.60613]],
  "forces_ev_per_a": [[0.07, -0.70, 3.11], [-0.45, 0.96, 1.11], [-0.36, 1.73, -1.37], [0.15, -0.03, 0.92], [2.22, 1.38, -1.47], [0.18, -0.13, -1.93], [1.13, -2.48, 0.97], [0.00, 1.12, -0.62], [-0.93, 0.06, -0.42], [0.73, 0.16, -1.37], [-0.24, -0.07, -0.12], [0.32, -0.53, -1.98], [-2.94, -1.67, -0.66], [-0.58, 0.21, 0.64], [0.71, -0.01, 3.18]],
  "lowdin_charge": [-0.101, -0.179, -0.269, 0.106, -0.196, -0.048, -0.114, 0.052, 0.085, 0.106, 0.118, 0.091, 0.076, 0.111, 0.163],
  "smiles": "CCC1=NCNO1",
  "homo_lumo_gap_ev": 10.16,
  "e_above_lowest_kcal_mol": 88.0
}